No. 1
{"formula": "C5H9NO", "method": "ωB97M-V/def2-TZVPD", "symbols": ["H", "H", "C", "N", "H", "C", "C", "H", "O", "H", "H", "C", "H", "H", "C", "H"], "positions_angstrom": [[3.11099, 0.94619, -0.17873], [0.56281, -1.28797, -0.52374], [-1.20665, -1.62736, 0.66279], [3.00387, 0.61900, -1.15309], [-1.10733, 0.45940, -1.10888], [-0.00538, -0.77249, 0.26092], [-0.43838, 0.60718, -0.24920], [0.50197, 2.52285, -0.94647], [-1.09488, 1.35839, 0.75914], [-1.74930, -1.18463, 1.50666], [-1.90838, -1.74219, -0.17298], [0.67242, 1.47065, -0.76205], [0.66668, -0.64944, 1.12079], [-0.89611, -2.62953, 0.97283], [1.82555, 0.98752, -1.12002], [-1.93787, 0.92243, 0.93205]], "forces_ev_per_a": [[1.77, -0.57, 0.07], [-0.08, 0.11, 0.08], [-0.06, -0.02, 0.00], [-0.69, 0.42, 0.47], [-0.29, -0.11, 0.19], [0.04, 0.04, -0.04], [-0.05, -0.24, -0.33], [-0.24, -0.01, -0.04], [-0.27, -0.05, 0.07], [0.08, -0.08, -0.11], [0.11, 0.02, 0.12], [-0.19, -0.01, -0.45], [-0.09, 0.07, -0.16], [-0.02, 0.15, -0.04], [-0.10, 0.14, 0.11], [0.08, 0.14, 0.07]], "gap_ev": 9.937, "lumo_ha": 0.0292, "smiles": "CC[C@@H](O)C=C=N", "e_homo_ev": -9.141}

No. 2
{"formula": "C5H9NO", "method": "ωB97M-V/def2-TZVPD", "symbols": ["H", "C", "H", "C", "H", "O", "C", "C", "H", "H", "N", "H", "H", "H", "C", "H"], "positions_angstrom": [[0.75212, 0.35351, -0.20620], [2.09262, 0.20207, 0.79120], [-0.16922, -0.51376, -2.17485], [-0.89769, -0.91615, 0.48491], [-0.18504, 1.25741, -2.16027], [1.96073, -0.98076, 1.35635], [-0.36651, 0.33435, -0.22130], [-0.63966, 0.36504, -1.72136], [1.63990, 0.90286, 1.53142], [-1.97760, -1.01364, 0.33465], [-1.13212, 2.52824, 1.00080], [-1.70800, 0.35567, -1.94698], [-0.41698, -1.81005, 0.07212], [2.31033, -1.64001, 0.73602], [-0.81336, 1.55872, 0.45365], [-0.70232, -0.89808, 1.56142]], "forces_ev_per_a": [[-0.42, 0.06, 0.06], [0.28, -0.08, 0.42], [-0.14, 0.12, 0.01], [-0.02, -0.03, -0.02], [-0.14, -0.12, -0.01], [0.20, 0.02, -0.18], [-0.04, -0.01, -0.03], [-0.07, 0.01, -0.17], [0.17, -0.15, -0.02], [0.14, 0.05, 0.00], [0.27, -0.97, -0.55], [0.06, 0.01, 0.01], [-0.08, 0.15, 0.01], [0.06, 0.04, 0.24], [-0.26, 0.86, 0.43], [-0.01, 0.06, -0.21]], "gap_ev": 9.482, "lumo_ha": 0.0152, "e_homo_ev": -9.069}

No. 3
{"formula": "C5H9NO", "method": "ωB97M-V/def2-TZVPD", "symbols": ["H", "C", "C", "H", "O", "C", "H", "H", "H", "C", "H", "H", "N", "C", "H", "H"], "positions_angstrom": [[-2.25601, 0.38498, 1.90412], [1.33302, -0.93710, 0.61422], [-1.49735, 0.13396, -0.03736], [1.53732, 1.34357, -1.99327], [-2.65617, -0.22467, -0.66710], [-1.40320, 0.49301, 1.25440], [2.87510, 0.56616, -1.02048], [0.60719, -1.00630, 1.41702], [1.42099, -1.92352, 0.15769], [1.82163, 0.72094, -1.16202], [2.29849, -0.66627, 1.03216], [-0.57338, 1.01083, 1.69188], [-0.42235, 0.00171, -0.86849], [0.91902, 0.06311, -0.42757], [-3.39072, -0.13446, -0.04986], [-0.61357, 0.17406, -1.84535]], "forces_ev_per_a": [[-0.27, 0.02, -0.01], [-0.08, 0.11, 0.20], [0.05, 0.00, 1.00], [-0.16, 0.14, -0.13], [0.30, -0.20, 0.04], [-0.87, 0.14, -0.13], [0.22, 0.08, 0.28], [0.00, -0.04, 0.08], [-0.05, -0.02, -0.07], [-0.36, -0.14, 0.19], [0.05, 0.02, 0.03], [0.48, -0.15, -0.19], [-0.01, 0.26, -0.27], [0.39, -0.41, -1.10], [0.10, 0.13, -0.01], [0.19, 0.05, 0.09]], "gap_ev": 8.884, "lumo_ha": 0.0317, "smiles": "C=C(C)NC(=C)O", "e_homo_ev": -8.021}

No. 4
{"formula": "C5H9NO", "method": "ωB97M-V/def2-TZVPD", "symbols": ["H", "C", "H", "C", "H", "H", "N", "H", "C", "H", "C", "C", "O", "H", "H", "H"], "positions_angstrom": [[-0.09255, -0.62142, 2.25639], [-0.44637, 0.63340, -0.98021], [-1.47012, -1.13634, -1.89066], [0.24153, -0.21763, 1.30482], [-0.30558, -0.32614, -3.04638], [1.72552, -0.50472, -0.25629], [0.07519, 1.22136, 1.18745], [-1.87525, 0.22575, 0.71746], [-0.85186, -0.25060, -2.10403], [1.37441, -1.94662, 0.69917], [-0.82957, 0.33485, 0.43954], [1.49919, -0.85927, 0.75269], [-1.50645, 0.98341, -1.86529], [-0.27781, 1.74824, 1.97049], [2.35730, -0.64504, 1.39822], [0.38244, 1.36079, -0.58337]], "forces_ev_per_a": [[-0.04, -0.21, -0.09], [-0.03, 0.11, 0.65], [0.34, 0.32, 0.09], [0.13, -0.10, 0.36], [0.07, 0.19, 0.29], [-0.01, 0.00, 0.20], [0.05, 0.29, 0.70], [0.14, 0.03, 0.00], [0.35, -0.05, 0.05], [-0.01, 0.15, 0.05], [-0.11, 0.22, 0.28], [-0.04, 0.03, 0.00], [0.07, 0.41, 0.15], [-0.26, -0.44, 0.40], [-0.12, -0.03, -0.08], [-0.54, -0.95, -3.05]], "gap_ev": 10.846, "lumo_ha": 0.0401, "smiles": "C[C@H]1N[C@H]1[C@H]1CO1", "e_homo_ev": -9.756}

No. 5
{"formula": "C5H9NO", "method": "ωB97M-V/def2-TZVPD", "symbols": ["O", "H", "H", "C", "C", "H", "C", "H", "H", "N", "H", "C", "H", "H", "H", "C"], "positions_angstrom": [[0.91435, 2.42047, 1.02945], [0.03872, 0.75475, -1.81230], [-0.27711, -1.53018, -2.15527], [0.73198, -0.84853, -0.48196], [-1.16461, 0.91520, -0.01687], [-1.28984, 2.03039, 1.18078], [0.87410, -1.26151, 0.96339], [1.31417, -2.26260, 1.02255], [1.52441, -0.56853, 1.50870], [-0.47411, -1.29410, -1.18631], [-0.09626, -1.30092, 1.46695], [0.06770, 2.05544, 0.29331], [-1.56141, 0.23691, 0.74969], [-2.00210, 1.37498, -0.54550], [1.66873, -0.84701, -1.04015], [-0.26873, 0.12526, -0.97647]], "forces_ev_per_a": [[-0.76, -0.34, -0.15], [-0.06, -0.18, 0.04], [-0.10, -0.05, 0.15], [0.24, 0.02, 0.09], [0.15, -0.39, 0.02], [-0.04, -0.07, 0.13], [-0.04, 0.02, 0.02], [-0.06, 0.14, -0.01], [-0.09, -0.09, -0.09], [-0.11, -0.17, -0.17], [0.13, 0.02, -0.10], [0.34, 0.63, 0.08], [0.16, 0.16, -0.07], [0.31, 0.17, 0.12], [-0.17, -0.10, 0.03], [0.09, 0.25, -0.08]], "gap_ev": [7.683, 7.330], "lumo_ha": [-0.0013, -0.0098], "e_homo_ev": [-7.718, -7.597]}

No. 6
{"formula": "C5H9NO", "method": "ωB97M-V/def2-TZVPD", "symbols": ["H", "C", "H", "H", "H", "C", "C", "H", "N", "H", "H", "C", "H", "C", "O", "H"], "positions_angstrom": [[-2.37498, 0.83944, -0.71353], [0.47034, -1.38866, 0.29573], [0.30264, 1.40169, 1.75597], [2.80818, 0.66184, 0.37802], [1.80512, 1.21813, -0.92590], [-1.74196, 0.07197, -0.07405], [-0.50171, -0.66816, -0.76618], [0.13647, -2.00821, 1.19168], [2.05314, 0.30198, -0.45205], [-0.17807, 2.02809, -0.05001], [-2.52225, -0.81994, -0.05298], [0.64501, -0.14689, 0.01289], [-0.71084, -0.92640, -1.80468], [-0.03881, 1.03361, 0.64719], [-1.36063, 0.38143, 1.15954], [1.20835, -1.97993, -0.60166]], "forces_ev_per_a": [[1.92, -0.73, 1.07], [-1.60, -11.14, -1.67], [0.10, -0.68, -2.91], [-3.25, -1.50, -2.40], [0.93, -1.22, 0.42], [-4.10, -5.01, -3.90], [-1.25, 0.47, 0.78], [0.57, 1.25, -1.22], [0.31, 2.42, 1.01], [0.07, -2.80, 1.52], [0.99, 1.58, 0.31], [4.43, 11.21, -2.00], [1.01, -0.29, 0.29], [-0.68, 2.04, 5.79], [2.53, 3.23, -0.42], [-1.97, 1.14, 3.32]], "gap_ev": 10.121, "lumo_ha": 0.0336, "smiles": "N[C@@]12COC[C@@H]1C2", "e_homo_ev": -9.207}

No. 7
{"formula": "C5H9NO", "method": "ωB97M-V/def2-TZVPD", "symbols": ["O", "H", "C", "C", "C", "H", "H", "N", "H", "C", "H", "H", "H", "H", "C", "H"], "positions_angstrom": [[-0.41708, -2.54245, -1.35820], [0.59515, 0.74223, -1.65881], [0.86092, -0.29932, -1.47155], [-0.20997, -0.02787, 0.81195], [0.85751, -0.76855, 0.00247], [0.13382, 2.04600, 0.26059], [-1.52041, 0.52186, -0.73484], [-1.40309, -0.18708, -0.02626], [-0.37305, -0.60374, 1.73020], [0.07655, -1.50059, -1.02422], [-2.26632, -0.44214, 0.42461], [1.68287, -0.61496, -2.10466], [0.96683, 1.56955, 1.75210], [1.75829, -1.15525, 0.47526], [0.05019, 1.43487, 1.16891], [-0.79221, 1.82745, 1.75245]], "forces_ev_per_a": [[0.39, 0.47, -0.06], [-0.44, -0.37, -0.15], [0.07, -0.03, -0.20], [-0.03, -0.03, 0.05], [-0.03, -0.10, 0.24], [0.03, -0.12, 0.14], [-0.19, 0.09, 0.23], [-0.31, 0.24, 0.05], [-0.01, 0.08, -0.12], [0.27, -0.34, -0.27], [0.05, 0.19, 0.09], [0.19, -0.03, 0.20], [-0.09, -0.08, -0.07], [-0.16, 0.11, 0.00], [0.08, 0.01, -0.01], [0.18, -0.08, -0.11]], "gap_ev": 9.483, "lumo_ha": 0.0329, "smiles": "C[C@@H](N)[C@@H]1CC1=O", "e_homo_ev": -8.589}

No. 8
{"formula": "C5H9NO", "method": "ωB97M-V/def2-TZVPD", "symbols": ["H", "H", "C", "H", "H", "H", "H", "H", "C", "C", "C", "N", "H", "O", "C", "H"], "positions_angstrom": [[-0.98553, -0.80030, -1.99760], [1.02659, 1.13785, -1.75527], [0.32835, 1.32615, -0.93384], [1.67019, 0.23083, 1.25889], [0.76477, 2.08987, -0.28022], [-0.75017, -1.96271, -0.62975], [-1.30471, -0.11850, 2.85670], [2.16544, -0.62538, -0.21655], [0.09069, 0.03011, -0.17425], [-0.87655, -0.91531, -0.91786], [-1.07453, 0.05644, 0.77387], [-0.95674, 0.15733, 1.99127], [1.16726, -1.43800, 1.02127], [-2.00865, -0.39552, -0.14846], [1.34962, -0.49225, 0.49865], [-0.60602, 1.71939, -1.34684]], "forces_ev_per_a": [[-0.17, 0.07, 0.13], [-0.06, 0.11, 0.03], [0.01, 0.07, -0.10], [-0.09, -0.12, -0.20], [-0.08, -0.16, -0.07], [0.14, 0.05, -0.26], [-1.73, -0.32, 0.77], [-0.05, -0.02, 0.01], [0.12, 0.01, -0.21], [0.15, -0.26, -0.36], [0.46, 0.13, 0.48], [1.15, 0.67, -0.41], [0.01, 0.13, -0.17], [-0.05, -0.25, 0.42], [0.06, -0.06, -0.09], [0.13, -0.05, 0.03]], "gap_ev": 10.244, "lumo_ha": 0.0351, "e_homo_ev": -9.289}

Ordered energy above the lowest of the compared OMol25 structures with the same formula, charge and spin results: 62.1 97.8 42.5 93.3 171.5 157.3 67.3 53.8; unit kcal per mole.